# 1
The following is a quantum chemistry calculation of a 4-piece molecular cluster, C33H36F5IN2O4S overall in a non-equilibrium geometry, from the Open Molecules 2025 dataset.

Properties
total charge = 0
electronic energy = -78498.285 eV
strongest force on any atom = 2.318 eV/Å
SMILES string = CCN[C@@]1(C(F)(F)c2cccc(C(F)(F)F)c2)OS(=O)(=O)O[C@@]1(N)CCCI.c1ccccc1.c1ccccc1.c1ccccc1

Each line ends with the Mulliken charge.
Geometry (Å):
1 C -3.0443 -2.7220 2.3740  -1.372
2 C -1.7397 -2.6202 1.6026  0.029
3 N -1.9044 -2.1800 0.2092  -0.173
4 C -1.8404 -0.7799 -0.0345  0.048
5 C -2.8985 -0.4950 -1.1916  1.077
6 F -2.8289 -1.5080 -2.0934  -0.384
7 F -2.5970 0.6372 -1.8644  -0.341
8 C -4.3261 -0.4297 -0.7038  -0.264
9 C -4.9986 -1.6153 -0.3798  -0.845
10 C -6.3122 -1.5631 0.0749  -0.789
11 C -6.9802 -0.3459 0.2226  -0.865
12 C -6.3158 0.8292 -0.1205  0.059
13 C -6.9619 2.1712 0.0084  0.980
14 F -6.1694 3.0090 0.6917  -0.252
15 F -8.1230 2.1259 0.6495  -0.293
16 F -7.1701 2.7472 -1.1790  -0.277
17 C -5.0025 0.7825 -0.5857  -0.126
18 O -2.3081 0.0035 1.1043  -0.350
19 S -1.7553 1.4938 1.0457  1.089
20 O -2.6647 2.4279 0.4926  -0.582
21 O -1.1974 1.8066 2.3121  -0.618
22 O -0.6228 1.2269 -0.0753  -0.440
23 C -0.4454 -0.1535 -0.2883  1.338
24 N -0.1699 -0.4391 -1.7133  -0.493
25 C 0.7235 -0.7604 0.5208  -1.585
26 C 0.8118 -0.4341 2.0185  -0.894
27 C 1.9245 0.5317 2.4606  -1.619
28 I 2.4582 2.0808 1.0964  -0.022
29 H -3.8078 -3.2588 1.8241  0.282
30 H -3.3964 -1.7520 2.7084  0.239
31 H -2.8471 -3.3028 3.2747  0.504
32 H -1.2981 -3.6135 1.5660  0.577
33 H -1.0488 -2.0047 2.1759  -0.150
34 H -1.2983 -2.6731 -0.4269  0.427
35 H -4.5140 -2.5690 -0.4936  0.671
36 H -6.8204 -2.4844 0.3121  0.435
37 H -7.9910 -0.3088 0.5929  0.517
38 H -4.5027 1.6966 -0.8577  0.490
39 H 0.5089 -1.1867 -1.7674  0.282
40 H 0.2877 0.3623 -2.1350  0.343
41 H 1.6430 -0.5284 -0.0045  0.757
42 H 0.5777 -1.8358 0.4351  0.580
43 H -0.1252 -0.0812 2.4256  0.295
44 H 1.0289 -1.3694 2.5325  0.517
45 H 2.8182 -0.0073 2.7478  0.588
46 H 1.5900 1.0479 3.3519  0.597
47 C -7.6993 7.9075 -2.9956  -0.326
48 C -8.9961 8.2991 -2.6934  -0.433
49 C -9.8653 7.4068 -2.0814  -0.327
50 C -9.4381 6.1221 -1.7746  -0.534
51 C -8.1433 5.7271 -2.0822  -0.066
52 C -7.2741 6.6216 -2.6919  -0.549
53 H -7.0196 8.6052 -3.4679  0.360
54 H -9.3295 9.3004 -2.9345  0.350
55 H -10.8760 7.7129 -1.8432  0.359
56 H -10.1153 5.4270 -1.2947  0.364
57 H -7.8122 4.7244 -1.8458  0.456
58 H -6.2634 6.3155 -2.9298  0.368
59 C 7.3549 -0.6313 -1.0186  -0.508
60 C 6.1629 0.0077 -0.7077  -0.539
61 C 5.1351 -0.6989 -0.0997  0.318
62 C 5.2976 -2.0459 0.1948  -0.309
63 C 6.4874 -2.6870 -0.1225  -0.485
64 C 7.5163 -1.9793 -0.7280  -0.235
65 H 8.1593 -0.0794 -1.4871  0.378
66 H 6.0340 1.0577 -0.9371  0.380
67 H 4.2082 -0.1950 0.1438  -0.040
68 H 4.4965 -2.5973 0.6719  0.375
69 H 6.6129 -3.7390 0.1029  0.375
70 H 8.4449 -2.4779 -0.9735  0.264
71 C 10.2751 -3.8073 1.1414  -0.218
72 C 11.3777 -3.5022 1.9269  -0.474
73 C 12.6505 -3.8633 1.5075  -0.359
74 C 12.8210 -4.5328 0.3039  -0.356
75 C 11.7181 -4.8445 -0.4788  -0.482
76 C 10.4457 -4.4810 -0.0607  -0.214
77 H 9.2830 -3.5196 1.4657  0.314
78 H 11.2447 -2.9819 2.8665  0.363
79 H 13.5103 -3.6226 2.1191  0.360
80 H 13.8138 -4.8124 -0.0241  0.357
81 H 11.8504 -5.3708 -1.4153  0.354
82 H 9.5856 -4.7235 -0.6728  0.369

---

# 2
The following is a quantum chemistry calculation of C33H36F6Ge2N5O7S2SiTi as an isolated structure in a non-equilibrium geometry, from the Open Molecules 2025 dataset.

Properties
total charge = -2
2S+1 = 2
⟨S²⟩ = 0.754
electronic energy = -238594.501 eV
strongest force on any atom = 3.417 eV/Å
energy above the lowest of the compared OMol25 structures with the same formula, charge and spin = 1.670 eV

Each line ends with the Mulliken charge.
Geometry (Å):
1 Ti 0.2756 1.0970 -0.5918  -1.081
2 O 0.6811 3.2053 -3.8211  -0.695
3 C 0.1721 2.5377 -2.9544  -0.657
4 N 0.1038 2.8046 -1.5992  0.745
5 C -0.1168 3.9987 -0.9857  -0.363
6 O -0.1845 5.1114 -1.4690  -0.745
7 C -0.3723 3.7456 0.4955  0.069
8 C -0.5381 4.7928 1.3807  -0.506
9 C -0.6200 4.5212 2.7370  -0.695
10 C -0.4822 3.2102 3.1486  -0.690
11 C -0.3739 2.2189 2.1889  -0.226
12 N -0.4052 2.4668 0.8810  2.035
13 C -0.5780 1.2273 -3.2169  0.717
14 C -0.8117 0.7785 -4.4948  -0.338
15 C -1.6566 -0.3069 -4.6901  -0.842
16 C -2.2218 -0.9116 -3.5880  -1.031
17 C -1.8881 -0.4422 -2.3289  -0.448
18 N -1.0973 0.6065 -2.1302  1.208
19 H -0.5659 5.7957 0.9764  0.558
20 H -0.7622 5.3173 3.4571  0.421
21 H -0.4846 2.9379 4.1949  0.480
22 H -0.2583 1.1816 2.4660  -0.236
23 H -0.3307 1.3016 -5.3104  0.488
24 H -1.8429 -0.6893 -5.6840  0.383
25 H -2.8761 -1.7670 -3.6819  0.491
26 H -2.2793 -0.9071 -1.4338  0.585
27 F 2.2405 -4.6631 -3.7381  -0.227
28 C 2.8284 -3.4597 -3.7541  0.405
29 F 3.5908 -3.3940 -4.8603  -0.256
30 F 3.6054 -3.3407 -2.6966  -0.168
31 S 1.5088 -2.1766 -3.8777  1.080
32 O 0.8124 -2.2027 -2.6223  -0.305
33 O 0.8290 -2.5715 -5.0797  -0.767
34 N 2.2871 -0.8183 -4.1536  -0.663
35 S 2.9198 0.0687 -3.0080  0.739
36 O 4.1395 -0.4622 -2.4835  -0.644
37 O 2.0038 0.6416 -2.0352  -0.120
38 C 3.4448 1.4965 -4.0907  0.508
39 F 2.7186 1.6099 -5.1920  -0.212
40 F 4.7173 1.2979 -4.4547  -0.252
41 F 3.3843 2.6305 -3.4008  -0.191
42 C 3.7153 0.0222 2.5014  -1.186
43 Si 3.1075 1.2985 1.2903  1.051
44 C 4.3942 1.6281 -0.0113  -1.106
45 C 2.9385 2.9225 2.2345  -1.174
46 O 1.6726 0.8503 0.6555  -0.623
47 H 4.5728 0.3919 3.0742  0.436
48 H 4.0105 -0.8869 1.9724  0.290
49 H 2.9202 -0.2507 3.2023  0.197
50 H 5.3042 2.0596 0.4164  0.517
51 H 3.9950 2.3293 -0.7477  0.140
52 H 4.6521 0.7088 -0.5402  0.210
53 H 3.9288 3.3291 2.4611  0.547
54 H 2.3969 2.8022 3.1760  0.238
55 H 2.4005 3.6664 1.6360  0.207
56 C -3.6471 2.2688 2.4093  -1.673
57 Ge -3.2011 0.6349 1.2655  2.636
58 C -4.1199 1.3513 -0.4109  -1.557
59 C -4.7510 -0.4433 2.0374  -1.679
60 Ge -0.1846 -1.2457 0.6792  1.169
61 C -1.1469 -2.9183 0.0847  0.572
62 C -2.5459 -2.9530 0.0588  0.192
63 C -3.2459 -4.0460 -0.4407  -0.625
64 C -2.5574 -5.1429 -0.9401  -0.598
65 C -1.1694 -5.1360 -0.9195  -0.703
66 C -0.4771 -4.0424 -0.4121  -0.232
67 C -0.0560 -1.6351 2.6601  0.698
68 C 0.8546 -2.5757 3.1543  -0.340
69 C 0.9743 -2.8289 4.5152  -0.723
70 C 0.1847 -2.1458 5.4309  -0.446
71 C -0.7326 -1.2159 4.9655  -1.042
72 C -0.8500 -0.9728 3.6004  -0.373
73 H -4.7370 2.3881 2.4186  0.522
74 H -3.2072 3.1823 1.9911  0.342
75 H -3.3026 2.1674 3.4452  0.321
76 H -4.9665 1.9904 -0.1324  0.525
77 H -4.4882 0.5474 -1.0576  0.348
78 H -3.4103 1.9533 -0.9888  0.231
79 H -5.6714 0.1538 1.9975  0.465
80 H -4.5324 -0.6662 3.0876  0.342
81 H -4.9386 -1.3947 1.5283  0.394
82 H -3.1028 -2.1068 0.4502  -0.411
83 H -4.3307 -4.0362 -0.4408  0.411
84 H -3.0974 -5.9954 -1.3378  0.360
85 H -0.6172 -5.9852 -1.3082  0.408
86 H 0.6061 -4.0615 -0.4131  0.129
87 H 1.4890 -3.1181 2.4654  0.350
88 H 1.6947 -3.5618 4.8635  0.365
89 H 0.2797 -2.3412 6.4936  0.357
90 H -1.3560 -0.6703 5.6664  0.419
91 H -1.5926 -0.2613 3.2533  -0.118
92 N 2.7447 -2.4535 0.1305  -0.847
93 C 1.6827 -2.0442 0.3296  -0.484